Record 1
{"formula": "C2H3N3S2", "method": "ωB97M-V/def2-TZVPD", "symbols": ["C", "C", "H", "H", "H", "N", "N", "N", "S", "S"], "xyz": [[0.12, -0.02, -0.04], [0.15, 1.42, -0.04], [-3.03, 0.31, 0.78], [-0.98, -1.66, 0.29], [3.27, -1.19, -0.34], [-1.11, -0.65, 0.22], [1.17, -0.76, -0.11], [0.24, 2.54, -0.08], [-2.55, 0.01, -0.42], [2.72, 0.01, -0.26]], "nbo_charge": [0.277, 0.192, 0.108, 0.414, 0.123, -0.742, -0.543, -0.238, 0.215, 0.194], "energy_ha": -1038.594229, "smiles": "N#C/C(=N\\S)NS", "gap_ev": 9.1, "de_lowest_kj_mol": 113.9}


Record 2
{"formula": "C2H3N4", "method": "ωB97M-V/def2-TZVPD", "symbols": ["C", "C", "N", "N", "N", "N", "H", "H", "H"], "xyz": [[-0.53, -0.96, -0.12], [-0.98, 0.29, -0.32], [1.50, -0.08, -0.01], [0.56, -0.37, 0.79], [2.15, 0.07, -0.89], [-0.14, 0.84, 0.56], [-0.44, -1.87, -0.51], [-1.81, 0.67, -0.85], [-0.31, 1.41, 1.35]], "nbo_charge": [-0.076, 0.025, 0.249, -0.055, 0.308, -0.402, 0.239, 0.273, 0.439], "charge": 1, "energy_ha": -296.527846, "gap_ev": 9.4, "de_lowest_kj_mol": 256.0}


Record 3
{"formula": "C2H3N4", "method": "ωB97M-V/def2-TZVPD", "symbols": ["C", "C", "N", "N", "N", "N", "H", "H", "H"], "xyz": [[-1.57, 0.68, -0.01], [0.37, -0.86, -0.06], [-0.81, -1.21, -0.15], [-1.87, -0.52, 0.09], [-0.95, 1.66, 0.09], [1.59, -0.82, 0.06], [-1.09, 2.58, -0.21], [2.06, -0.49, -0.70], [2.26, -1.02, 0.89]], "nbo_charge": [0.724, 0.617, -0.089, -0.349, -0.587, -0.686, 0.454, 0.435, 0.481], "charge": 1, "energy_ha": -296.614126, "smiles": "N=C=N[N+]#CN", "gap_ev": 9.8, "de_lowest_kj_mol": 29.5}


Record 4
{"formula": "C2H3N4", "method": "ωB97M-V/def2-TZVPD", "symbols": ["C", "C", "N", "N", "N", "N", "H", "H", "H"], "xyz": [[1.73, -0.04, -0.04], [0.47, -0.84, -0.07], [2.89, -0.28, -0.01], [0.77, 0.98, 0.17], [-0.31, 0.31, -0.12], [-1.57, 0.53, -0.12], [0.10, -1.74, 0.62], [-1.93, 1.47, -0.32], [-2.14, -0.38, -0.11]], "nbo_charge": [0.112, 0.077, 0.035, -0.044, 0.117, -0.488, 0.265, 0.466, 0.459], "multiplicity": 3, "charge": 1, "energy_ha": -296.462820, "gap_ev": [8.2, 9.2], "de_lowest_kj_mol": 180.7}